{"formula": "C64H160O32", "method": "ωB97M-V/def2-TZVPD", "species": ["C", "O", "C", "C", "O", "C", "H", "H", "H", "H", "H", "H", "H", "H", "H", "H", "C", "O", "C", "C", "O", "C", "H", "H", "H", "H", "H", "H", "H", "H", "H", "H", "C", "O", "C", "C", "O", "C", "H", "H", "H", "H", "H", "H", "H", "H", "H", "H", "C", "O", "C", "C", "O", "C", "H", "H", "H", "H", "H", "H", "H", "H", "H", "H", "C", "O", "C", "C", "O", "C", "H", "H", "H", "H", "H", "H", "H", "H", "H", "H", "C", "O", "C", "C", "O", "C", "H", "H", "H", "H", "H", "H", "H", "H", "H", "H", "C", "O", "C", "C", "O", "C", "H", "H", "H", "H", "H", "H", "H", "H", "H", "H", "C", "O", "C", "C", "O", "C", "H", "H", "H", "H", "H", "H", "H", "H", "H", "H", "C", "O", "C", "C", "O", "C", "H", "H", "H", "H", "H", "H", "H", "H", "H", "H", "C", "O", "C", "C", "O", "C", "H", "H", "H", "H", "H", "H", "H", "H", "H", "H", "C", "O", "C", "C", "O", "C", "H", "H", "H", "H", "H", "H", "H", "H", "H", "H", "C", "O", "C", "C", "O", "C", "H", "H", "H", "H", "H", "H", "H", "H", "H", "H", "C", "O", "C", "C", "O", "C", "H", "H", "H", "H", "H", "H", "H", "H", "H", "H", "C", "O", "C", "C", "O", "C", "H", "H", "H", "H", "H", "H", "H", "H", "H", "H", "C", "O", "C", "C", "O", "C", "H", "H", "H", "H", "H", "H", "H", "H", "H", "H", "C", "O", "C", "C", "O", "C", "H", "H", "H", "H", "H", "H", "H", "H", "H", "H"], "xyz": [[-2.417, 2.111, -3.868], [-3.638, 2.024, -3.221], [-4.638, 1.273, -3.885], [-5.400, 0.216, -3.019], [-6.480, 0.726, -2.303], [-6.236, 1.510, -1.145], [-1.746, 2.620, -3.176], [-2.440, 2.682, -4.797], [-2.118, 1.088, -4.097], [-4.241, 0.878, -4.820], [-5.304, 2.111, -4.092], [-4.691, -0.310, -2.380], [-5.971, -0.370, -3.738], [-5.891, 2.490, -1.476], [-5.414, 1.226, -0.487], [-7.120, 1.802, -0.579], [-0.626, -6.349, -3.552], [-1.696, -5.614, -2.959], [-2.384, -4.727, -3.820], [-3.345, -3.714, -2.992], [-4.374, -4.358, -2.192], [-5.547, -4.722, -2.948], [-1.044, -6.916, -4.384], [-0.101, -6.971, -2.827], [0.114, -5.732, -4.061], [-2.972, -5.315, -4.524], [-1.633, -4.082, -4.276], [-3.702, -2.904, -3.629], [-2.699, -3.243, -2.251], [-6.256, -5.057, -2.191], [-5.342, -5.346, -3.818], [-6.188, -3.888, -3.233], [2.294, -2.173, 4.640], [1.493, -2.346, 3.466], [0.124, -2.530, 3.698], [-0.778, -2.515, 2.403], [-0.607, -3.596, 1.494], [-1.094, -3.468, 0.170], [2.229, -2.980, 5.369], [1.942, -1.277, 5.151], [3.340, -2.025, 4.372], [-0.294, -1.682, 4.241], [-0.040, -3.516, 4.133], [-0.742, -1.547, 1.902], [-1.812, -2.650, 2.722], [-2.143, -3.194, 0.061], [-0.797, -4.404, -0.305], [-0.443, -2.776, -0.364], [-2.272, -0.107, -0.974], [-1.078, -0.411, -0.305], [0.028, 0.484, -0.672], [1.181, 0.249, 0.194], [2.247, 0.778, -0.559], [3.523, 0.540, 0.097], [-2.698, 0.843, -0.651], [-2.959, -0.941, -1.110], [-2.074, 0.061, -2.033], [-0.355, 1.501, -0.587], [0.327, 0.348, -1.711], [1.215, -0.808, 0.457], [1.094, 0.813, 1.123], [4.342, 0.922, -0.512], [3.701, -0.494, 0.394], [3.689, 1.214, 0.937], [-6.855, -2.936, 3.696], [-6.682, -2.653, 2.315], [-5.333, -2.956, 1.726], [-4.446, -1.712, 1.510], [-4.248, -1.204, 2.835], [-3.402, -0.030, 2.895], [-6.832, -4.025, 3.732], [-7.811, -2.579, 4.079], [-6.064, -2.467, 4.281], [-5.520, -3.538, 0.823], [-4.831, -3.676, 2.373], [-4.902, -0.947, 0.882], [-3.525, -1.957, 0.982], [-3.761, 0.480, 3.789], [-3.442, 0.584, 1.996], [-2.403, -0.395, 3.136], [3.385, -6.053, 3.929], [3.461, -5.876, 2.486], [2.788, -4.717, 2.056], [3.298, -4.563, 0.621], [4.764, -4.439, 0.310], [5.442, -3.786, 1.367], [3.725, -7.050, 4.208], [2.383, -5.873, 4.320], [3.896, -5.293, 4.519], [3.160, -3.855, 2.610], [1.702, -4.800, 2.098], [2.869, -3.666, 0.176], [2.876, -5.261, -0.102], [6.497, -3.830, 1.096], [5.327, -4.284, 2.330], [5.161, -2.733, 1.353], [8.871, 1.918, 1.252], [10.203, 1.924, 1.744], [10.235, 1.275, 3.031], [11.557, 1.318, 3.695], [11.911, 2.677, 4.181], [13.072, 2.940, 4.986], [8.213, 2.506, 1.892], [8.447, 0.924, 1.108], [8.757, 2.448, 0.307], [10.043, 0.209, 2.910], [9.448, 1.751, 3.617], [12.391, 0.904, 3.128], [11.436, 0.620, 4.523], [13.014, 2.247, 5.826], [13.130, 3.948, 5.396], [14.034, 2.768, 4.502], [-12.649, -5.345, -2.773], [-12.016, -4.558, -1.787], [-11.957, -3.163, -2.159], [-10.886, -2.375, -1.339], [-9.583, -2.527, -2.093], [-8.509, -1.776, -1.533], [-12.744, -6.372, -2.422], [-12.035, -5.424, -3.670], [-13.584, -4.842, -3.023], [-12.967, -2.794, -1.982], [-11.897, -3.062, -3.243], [-10.893, -2.817, -0.343], [-11.152, -1.318, -1.318], [-8.357, -2.415, -0.663], [-8.604, -0.736, -1.220], [-7.635, -1.890, -2.175], [-7.670, -0.685, 7.262], [-8.067, 0.491, 6.440], [-7.914, 0.133, 5.060], [-8.333, 1.333, 4.086], [-8.487, 0.907, 2.736], [-7.228, 0.598, 2.150], [-6.795, -1.201, 6.865], [-8.502, -1.388, 7.289], [-7.386, -0.538, 8.304], [-8.548, -0.735, 4.880], [-6.871, -0.111, 4.858], [-7.613, 2.142, 4.211], [-9.288, 1.733, 4.428], [-7.306, 0.142, 1.163], [-6.426, 0.134, 2.724], [-6.836, 1.573, 1.857], [2.903, -4.330, -3.550], [3.641, -3.165, -3.217], [2.769, -2.086, -2.852], [2.053, -1.328, -3.924], [0.942, -2.142, -4.277], [-0.063, -1.490, -4.965], [2.252, -4.695, -2.756], [3.559, -5.198, -3.616], [2.252, -4.066, -4.383], [3.444, -1.366, -2.389], [2.039, -2.391, -2.101], [2.712, -1.118, -4.766], [1.666, -0.384, -3.540], [-0.578, -0.889, -4.215], [-0.841, -2.151, -5.346], [0.353, -0.763, -5.662], [8.757, 5.380, -6.341], [7.742, 5.322, -5.251], [7.223, 4.079, -4.831], [6.452, 4.229, -3.514], [7.182, 4.868, -2.429], [8.418, 4.314, -2.062], [9.196, 6.377, -6.291], [8.264, 5.266, -7.306], [9.555, 4.637, -6.351], [8.088, 3.451, -4.617], [6.513, 3.684, -5.557], [6.100, 3.296, -3.075], [5.537, 4.794, -3.688], [9.211, 4.558, -2.769], [8.253, 3.256, -1.857], [8.768, 4.877, -1.197], [2.802, 1.127, -7.132], [2.741, 2.249, -6.356], [2.093, 1.967, -5.098], [1.795, 3.247, -4.397], [0.990, 3.014, -3.208], [0.948, 4.152, -2.503], [1.851, 0.622, -7.302], [3.415, 0.344, -6.685], [3.165, 1.296, -8.146], [2.726, 1.322, -4.488], [1.158, 1.449, -5.308], [1.314, 3.876, -5.147], [2.722, 3.699, -4.047], [0.276, 4.821, -3.040], [1.881, 4.629, -2.201], [0.299, 3.961, -1.649], [6.250, 0.096, 3.777], [5.687, 1.102, 2.936], [5.412, 2.338, 3.599], [4.852, 3.510, 2.789], [5.595, 3.689, 1.599], [5.326, 4.908, 0.871], [6.407, -0.945, 3.495], [5.680, 0.000, 4.701], [7.223, 0.470, 4.097], [6.347, 2.704, 4.024], [4.617, 2.185, 4.328], [4.847, 4.295, 3.545], [3.826, 3.288, 2.495], [5.435, 4.809, -0.209], [6.048, 5.691, 1.105], [4.342, 5.330, 1.076], [-2.193, 3.745, 0.296], [-3.589, 3.813, 0.582], [-4.235, 4.906, -0.037], [-5.657, 5.034, 0.404], [-5.773, 5.478, 1.804], [-6.999, 5.097, 2.458], [-2.140, 3.472, -0.758], [-1.710, 2.950, 0.863], [-1.611, 4.658, 0.426], [-4.303, 4.639, -1.091], [-3.625, 5.807, 0.023], [-6.145, 4.059, 0.408], [-6.238, 5.695, -0.239], [-6.942, 4.019, 2.610], [-7.830, 5.282, 1.778], [-7.060, 5.516, 3.462], [6.314, 0.516, -6.542], [6.709, 0.162, -5.255], [5.625, -0.021, -4.337], [6.079, -0.243, -2.921], [6.824, -1.429, -2.548], [6.819, -1.734, -1.172], [6.067, 1.576, -6.602], [5.538, -0.157, -6.905], [7.116, 0.459, -7.278], [5.080, -0.878, -4.733], [4.927, 0.816, -4.379], [5.239, -0.035, -2.259], [6.794, 0.543, -2.681], [5.834, -2.004, -0.790], [7.075, -0.916, -0.498], [7.387, -2.646, -0.991], [-0.872, 1.186, 4.879], [-1.451, 0.473, 5.964], [-1.681, 1.216, 7.161], [-2.829, 2.237, 7.004], [-4.114, 1.600, 6.771], [-5.280, 2.349, 6.773], [0.148, 1.539, 5.031], [-1.425, 2.120, 4.774], [-0.918, 0.575, 3.978], [-0.816, 1.783, 7.505], [-1.783, 0.477, 7.955], [-2.658, 2.979, 6.223], [-2.995, 2.826, 7.906], [-5.344, 3.244, 6.155], [-5.418, 2.607, 7.823], [-6.119, 1.681, 6.577]], "forces_ev_per_angstrom": [[0.3, -0.3, 0.1], [-0.2, -0.2, 1.3], [-0.6, 1.1, 0.6], [0.3, 1.3, -1.1], [-0.9, 0.3, 1.6], [0.9, 1.7, -0.8], [0.3, -0.3, -0.1], [-0.2, 0.2, -0.2], [0.8, 0.0, -0.1], [-0.1, -0.4, 0.0], [-1.0, -0.6, -0.7], [0.0, -0.4, -0.1], [0.7, -0.8, -0.1], [0.3, 0.4, -0.3], [-0.1, -0.9, 0.1], [-0.3, -1.0, -0.2], [-0.8, 0.5, -1.0], [0.3, 0.1, 0.9], [-0.8, 0.8, 1.4], [1.0, -2.0, 0.7], [0.2, 0.7, -1.9], [-0.2, 0.9, 1.3], [0.0, -0.7, 0.1], [-0.5, 0.1, 0.1], [0.2, 0.6, 0.3], [0.0, 0.2, -0.4], [-0.1, 0.1, -0.6], [-0.4, -0.2, -0.3], [0.1, 0.0, 0.0], [0.4, -1.4, -0.1], [-0.1, -0.3, 0.3], [0.7, 0.9, -0.8], [-0.9, 0.5, -0.2], [0.9, 0.1, -0.2], [-1.0, -0.4, -1.8], [0.0, -0.3, 0.0], [0.8, -0.3, 0.7], [1.8, 0.0, -0.1], [-0.2, -0.4, -0.2], [0.1, 0.2, 0.2], [-0.2, -0.1, -0.3], [0.0, -0.2, 0.7], [-0.1, 0.1, 0.7], [0.4, 0.1, -0.2], [-0.2, 0.5, 0.7], [0.0, -0.2, 0.1], [-0.9, -0.3, 0.0], [-0.4, 0.6, -0.1], [0.6, 0.5, -1.6], [1.0, 0.2, 0.1], [-3.0, -0.2, -0.5], [0.4, 0.5, 0.6], [2.0, -1.0, 0.7], [-0.1, 1.3, -0.3], [-0.5, -0.2, 0.4], [-0.1, -0.2, 1.2], [0.4, 0.3, -0.4], [0.1, 0.3, 0.0], [-0.2, -0.3, -0.2], [0.6, -0.3, -0.2], [0.0, 0.0, 0.4], [-0.2, -0.5, -0.7], [-0.2, -0.1, -0.1], [-0.7, -0.2, 0.7], [0.8, -0.5, -0.7], [1.3, 0.7, -1.4], [-1.4, 0.1, 0.7], [-1.0, -0.5, 1.1], [0.4, 0.6, -1.0], [-0.6, -1.4, 1.0], [0.1, -0.2, 0.9], [-0.1, 0.0, -0.5], [0.1, -0.2, 0.2], [-0.1, 0.5, -0.3], [0.2, 0.2, 0.4], [-0.5, 0.1, 0.0], [0.3, -0.3, 0.3], [0.1, 0.5, -0.2], [0.0, 0.0, 0.0], [0.2, 0.3, -0.4], [-0.5, 0.4, -0.7], [-0.1, -0.9, 2.5], [2.1, -0.3, -1.3], [0.2, 1.4, -1.9], [-2.1, -0.9, 1.5], [0.5, -0.1, -1.0], [0.0, 0.2, -0.2], [-0.6, -0.5, -0.4], [1.0, 0.2, -0.4], [-0.4, 0.1, 0.3], [-0.1, 0.1, -0.1], [-0.2, 0.7, 0.4], [0.5, -0.9, 0.5], [0.1, 0.0, 0.1], [-0.2, 0.2, 0.1], [-0.1, 0.3, 0.6], [-0.3, 0.7, -0.1], [-0.2, -0.5, 0.2], [-0.2, 0.9, -1.6], [1.8, 1.5, 1.6], [-0.5, 0.0, -0.7], [-0.5, -1.8, 0.1], [-0.2, -0.2, 0.5], [0.1, -0.3, 0.2], [0.8, -0.1, -0.2], [-0.4, -0.2, -0.1], [0.0, -0.2, 0.5], [-0.1, 0.2, -0.5], [0.1, 0.1, 0.6], [0.3, 0.0, 0.4], [-0.8, 0.1, -0.4], [-0.1, -0.2, -0.5], [0.5, 0.5, 0.0], [0.9, 0.4, 0.1], [-0.3, -0.4, 0.5], [0.6, -1.2, -2.6], [-2.6, 1.2, 0.2], [0.2, -2.1, 1.1], [-0.4, 0.3, 0.3], [0.1, 0.3, -0.3], [-0.4, -0.5, -0.2], [-0.1, 0.5, 0.5], [0.9, 0.0, -0.1], [0.6, 0.1, 0.1], [0.0, 0.0, 0.1], [1.1, 0.7, 0.8], [-0.7, 0.1, -0.4], [-0.2, 0.1, -0.2], [-0.5, 0.2, -0.8], [1.0, -1.2, 1.0], [-0.5, 1.1, -0.4], [-0.2, -1.2, 1.2], [0.4, -0.8, 1.0], [0.5, 1.7, -1.2], [0.0, 0.1, -0.6], [-0.1, -0.1, -0.2], [-0.3, 1.2, -0.1], [0.0, 0.0, -0.4], [0.1, -0.2, 0.0], [0.3, 0.1, -0.3], [-0.1, -0.2, -0.2], [-0.6, -0.7, 0.4], [-0.6, -0.5, 0.4], [0.6, 0.5, 0.1], [-0.3, -0.1, 0.3], [-0.9, 0.3, 0.2], [1.6, 0.3, 0.7], [-0.8, -1.0, -0.1], [0.6, -1.2, -0.5], [-0.5, 1.3, 0.9], [-0.4, 0.6, 0.6], [0.4, 0.4, -0.9], [0.2, -0.8, -0.4], [0.0, 0.0, 0.3], [-0.1, -0.2, 0.1], [0.0, -0.1, -0.3], [0.1, 0.2, 0.3], [-0.5, 0.5, 0.1], [0.6, -0.2, -0.4], [-0.2, -0.3, -0.7], [-1.6, -0.1, 0.7], [1.2, 0.8, -0.9], [0.7, 0.2, 0.7], [0.7, 0.7, 1.0], [-1.1, 0.7, -1.0], [-0.2, 0.6, -0.1], [-0.1, -0.1, 0.2], [-0.2, 0.1, -0.1], [-0.1, -0.3, 0.8], [-0.2, -0.7, -0.4], [0.2, -0.5, -0.2], [0.2, -0.7, -0.6], [0.2, 0.5, 0.2], [0.0, -0.6, -0.6], [0.7, -0.2, 0.0], [-0.4, -0.4, 0.5], [0.1, -1.9, -1.0], [-0.6, 1.2, 1.3], [0.3, -0.5, -0.8], [0.0, -0.2, 0.7], [1.7, -2.3, -2.8], [-2.5, 1.8, 1.5], [-0.7, 0.2, 0.2], [0.4, 0.0, 0.1], [0.3, 0.6, 0.2], [0.1, -0.1, 0.0], [-0.2, -0.2, 0.1], [-0.3, 0.5, 0.3], [0.1, 0.3, -0.2], [0.5, 1.1, -0.3], [0.2, -0.2, -0.1], [0.5, -0.2, 0.7], [0.4, 1.4, 1.7], [-0.7, -0.6, -1.1], [0.3, -0.4, -0.2], [0.1, -1.7, -1.0], [0.1, 1.1, -0.3], [0.2, 0.2, 0.3], [-0.5, 0.4, -1.5], [-0.4, 0.2, 0.2], [0.4, -0.1, 0.1], [0.1, -0.1, 0.5], [0.3, -0.2, 0.7], [0.2, 0.7, -0.4], [-0.4, 0.1, 0.1], [-0.1, -0.8, 0.0], [0.2, 0.0, 0.5], [-0.2, -0.3, 0.1], [-0.7, -0.5, -0.9], [0.7, 0.2, 1.3], [0.3, -0.7, -0.7], [-0.9, 0.0, 2.6], [0.3, 0.4, -0.6], [1.2, -0.9, -1.1], [0.5, -0.1, -0.3], [-0.4, 0.0, 0.2], [-0.3, 0.4, 0.3], [0.0, 0.2, -0.6], [-0.2, 0.3, 0.3], [0.1, -0.3, -0.5], [0.1, 0.2, -0.1], [-0.2, -0.4, 0.0], [-0.4, 0.4, 0.4], [0.0, 0.6, -0.4], [0.1, 0.2, -0.5], [0.7, 0.1, 1.0], [0.5, -1.3, -1.3], [1.5, 0.5, 1.3], [-0.9, 0.1, -0.9], [-1.1, -0.2, 0.3], [-0.8, 0.1, 0.1], [-0.4, 0.2, -0.1], [0.5, -0.5, 0.5], [-0.4, -0.4, 0.3], [0.1, 0.4, 0.2], [-0.3, -0.5, 0.1], [0.0, 0.7, -0.1], [-0.6, -0.1, -0.4], [0.8, 0.3, -0.2], [0.5, 0.4, -0.2], [-0.5, 0.8, 0.6], [0.6, -0.2, 0.1], [-0.5, 0.4, -0.7], [-1.9, -0.4, 0.5], [2.2, -1.3, -1.3], [-0.4, 0.0, 1.6], [0.4, -0.5, 0.4], [-0.3, 0.0, -0.7], [-0.1, 0.1, 0.2], [0.4, 0.3, -0.4], [-0.8, 0.0, -0.1], [0.3, -0.1, -0.3], [0.6, 0.1, 0.5], [0.4, 0.0, -0.3], [-0.4, 0.8, 0.2], [0.2, 0.0, -0.4]], "lowdin_charge": [-0.1230, -0.2229, -0.1609, -0.1791, -0.1871, -0.0940, 0.0766, 0.0928, 0.0715, 0.1199, 0.1303, 0.1083, 0.1280, 0.0709, 0.0830, 0.0846, -0.0908, -0.1954, -0.1672, -0.1458, -0.1938, -0.0940, 0.0822, 0.0934, 0.0693, 0.1138, 0.0978, 0.1101, 0.0906, 0.0891, 0.0864, 0.0673, -0.0862, -0.2079, -0.1716, -0.1720, -0.1888, -0.0890, 0.0853, 0.0795, 0.0797, 0.1058, 0.1292, 0.0984, 0.1145, 0.0681, 0.0914, 0.0722, -0.1200, -0.1988, -0.1574, -0.2230, -0.1731, -0.0599, 0.0845, 0.0702, 0.0637, 0.1103, 0.1195, 0.1271, 0.1322, 0.0753, 0.0870, 0.0690, -0.1120, -0.2138, -0.1084, -0.1882, -0.2076, -0.0505, 0.0861, 0.0711, 0.0777, 0.1139, 0.1190, 0.1052, 0.0851, 0.0908, 0.0899, 0.0476, -0.0802, -0.1845, -0.2154, -0.1287, -0.1753, -0.1342, 0.0872, 0.0765, 0.0732, 0.0904, 0.1253, 0.1029, 0.1164, 0.0854, 0.0818, 0.0747, -0.1017, -0.1610, -0.2156, -0.1647, -0.1965, -0.1067, 0.0751, 0.0815, 0.0672, 0.1265, 0.1198, 0.1287, 0.1170, 0.0754, 0.0812, 0.0761, -0.1215, -0.2013, -0.1916, -0.1081, -0.2105, -0.1120, 0.0880, 0.0831, 0.0834, 0.1132, 0.1157, 0.1214, 0.1151, 0.0851, 0.0784, 0.0689, -0.0669, -0.2108, -0.1984, -0.1642, -0.1622, -0.1044, 0.0781, 0.0820, 0.0808, 0.1092, 0.1005, 0.1035, 0.1228, 0.0757, 0.0743, 0.0659, -0.1045, -0.1581, -0.1862, -0.1870, -0.1949, -0.1076, 0.0710, 0.0949, 0.0776, 0.1066, 0.1253, 0.1175, 0.1057, 0.0705, 0.0853, 0.0744, -0.0513, -0.1924, -0.2160, -0.1594, -0.2074, -0.1131, 0.0815, 0.0741, 0.0785, 0.1177, 0.1142, 0.1097, 0.1171, 0.0861, 0.0808, 0.0917, -0.1576, -0.1520, -0.1884, -0.1567, -0.1766, -0.1744, 0.0818, 0.0596, 0.0992, 0.1029, 0.1169, 0.1380, 0.1227, 0.0944, 0.0985, 0.0758, -0.0993, -0.1937, -0.1973, -0.2179, -0.1806, -0.0741, 0.0836, 0.0771, 0.0693, 0.1229, 0.1233, 0.1277, 0.1159, 0.0714, 0.0841, 0.0811, -0.1024, -0.1806, -0.2152, -0.1629, -0.2034, -0.0867, 0.0669, 0.0810, 0.0886, 0.1196, 0.1302, 0.1014, 0.1283, 0.0598, 0.0869, 0.0887, -0.1278, -0.1662, -0.1813, -0.1712, -0.1527, -0.1123, 0.0746, 0.0786, 0.0896, 0.1184, 0.1121, 0.0896, 0.1212, 0.0591, 0.0788, 0.0933, -0.1065, -0.1858, -0.1732, -0.1612, -0.2022, -0.1185, 0.0852, 0.0778, 0.0608, 0.1170, 0.1273, 0.1102, 0.1181, 0.0896, 0.0879, 0.0659], "lumo_ev": 0.2, "e_tot_ha": -4941.1334, "e_above_lowest_kj_mol": 599.2, "gap_ev": 9.5}